13 unconnected molecules or ions with the total composition C37H69BrF4N15O28 in a non-equilibrium geometry. Source: OMol25; level of theory: ωB97M-V/def2-TZVPD.

Geometry (Å):
C  -1.10085  0.61446  2.14598
C  -0.92063  0.96785  0.70524
C  -0.67840  2.27548  0.29523
C  -0.56314  2.56034  -1.07264
C  -0.67377  1.57242  -2.06509
C  -0.59101  1.94939  -3.53442
C  -0.59168  3.45488  -3.77055
C  0.62034  1.34602  -4.26841
C  -0.88037  0.24884  -1.62523
O  -0.94724  -0.73686  -2.62303
C  -1.23877  -2.03380  -2.22748
N  -0.10258  -2.66089  -1.50561
C  -0.17964  -3.47042  -0.36339
C  -1.49533  -3.84082  0.25439
C  -1.59205  -5.21979  0.91281
C  -1.82736  -6.38813  -0.02717
N  -1.25069  -6.43284  -1.30588
O  -2.52146  -7.29232  0.34580
C  1.10714  -3.71113  0.00900
C  1.67007  -4.40571  1.20253
C  2.25389  -5.79214  0.93004
O  1.28230  -6.73875  0.55339
C  2.99443  -6.27126  2.17405
F  3.42251  -7.52159  2.03248
F  2.21044  -6.20966  3.25823
F  4.07039  -5.49209  2.40696
N  1.93061  -3.08373  -0.91566
C  3.39174  -3.03525  -0.85692
C  3.97012  -1.63302  -0.63569
C  5.24640  -1.72840  0.19646
Br  2.71629  -0.42752  0.23607
C  1.17405  -2.48107  -1.83239
C  1.72282  -1.72904  -2.99531
C  1.22194  -2.28670  -4.30384
O  1.28682  -1.77286  -5.34037
F  0.70948  -3.52286  -4.18572
C  -1.02132  -0.02683  -0.27477
H  -2.06912  0.13346  2.28993
H  -0.33975  -0.08202  2.49767
H  -1.06094  1.50137  2.76752
H  -0.60517  3.04818  1.04610
H  -0.38212  3.58899  -1.33393
H  -1.47831  1.55598  -4.03661
H  -1.42942  3.96129  -3.29841
H  0.30578  3.91126  -3.36281
H  -0.60908  3.67636  -4.83226
H  0.38457  0.33307  -4.57341
H  0.80152  1.92465  -5.16698
H  1.51405  1.32596  -3.64533
H  -2.11292  -2.07883  -1.58564
H  -1.42805  -2.61234  -3.12712
H  -1.80797  -3.07765  0.95772
H  -2.24764  -3.82251  -0.53004
H  -2.46873  -5.21916  1.55156
H  -0.75247  -5.45335  1.55707
H  -0.47203  -5.78030  -1.34648
H  -0.82937  -7.35271  -1.39779
H  0.98835  -4.41025  2.04291
H  2.52313  -3.80449  1.52604
H  3.02071  -5.72865  0.15803
H  1.07886  -7.32028  1.29567
H  3.77157  -3.42286  -1.80192
H  3.72576  -3.72032  -0.09214
H  4.25456  -1.15145  -1.56346
H  5.04535  -2.21920  1.13942
H  5.97675  -2.27259  -0.40432
H  5.63259  -0.72424  0.32908
H  1.42212  -0.68859  -2.93773
H  2.79944  -1.83237  -3.04810
H  -1.22166  -1.02528  0.07770
C  -1.24183  8.41048  -3.32337
N  -0.92286  7.11759  -3.98580
O  -0.18202  6.34780  -3.41208
O  -1.43098  6.91711  -5.07070
H  -0.72210  8.45502  -2.37427
H  -0.91006  9.20648  -3.98318
H  -2.31745  8.45186  -3.18147
C  -5.60407  -1.92291  1.29933
N  -4.30727  -1.21523  1.16258
O  -3.44949  -1.68763  0.42001
O  -4.13718  -0.19453  1.78977
H  -5.58722  -2.80099  0.67071
H  -5.71919  -2.19217  2.34564
H  -6.37848  -1.23794  0.99241
C  4.78215  2.52643  2.46208
N  3.80486  3.58650  2.10153
O  2.64670  3.26471  1.92186
O  4.23249  4.71773  2.00945
H  4.25351  1.58027  2.51009
H  5.54388  2.50334  1.68749
H  5.20630  2.78428  3.42707
C  6.69429  -3.38577  4.30161
N  6.43495  -1.94970  4.00484
O  6.86424  -1.12248  4.77288
O  5.79756  -1.69842  2.99438
H  7.26474  -3.44639  5.22026
H  5.73043  -3.87624  4.40175
H  7.25130  -3.79507  3.46416
C  1.68814  -0.09265  4.44932
N  0.33208  -0.42909  4.96306
O  -0.42674  0.48153  5.20998
O  0.07553  -1.61108  5.09721
H  1.77566  0.98041  4.37284
H  2.41152  -0.49418  5.14742
H  1.78528  -0.56014  3.47318
C  -0.47248  10.04786  -7.46009
N  0.18969  10.50355  -6.20593
O  1.20812  9.93773  -5.86647
O  -0.34630  11.40705  -5.59876
H  0.11362  9.24006  -7.88067
H  -1.47135  9.71383  -7.19633
H  -0.51324  10.89903  -8.13267
C  -3.41869  3.27424  3.59281
N  -2.90599  4.39326  2.75233
O  -3.16325  4.37778  1.56524
O  -2.26768  5.25359  3.31891
H  -3.96471  2.58768  2.95594
H  -2.56191  2.79115  4.05192
H  -4.06316  3.70969  4.35017
C  -5.19016  -0.97325  -3.17381
N  -6.46364  -1.40291  -2.53297
O  -6.48614  -1.50207  -1.31830
O  -7.40077  -1.62480  -3.26210
H  -4.45371  -0.81061  -2.39357
H  -4.88768  -1.76588  -3.85261
H  -5.39451  -0.05693  -3.71902
C  -9.99363  -2.45553  -0.43010
N  -9.23199  -2.05492  0.78307
O  -9.59688  -1.07506  1.39252
O  -8.27290  -2.74206  1.08059
H  -10.80746  -1.75426  -0.56802
H  -9.30087  -2.42993  -1.26723
H  -10.36297  -3.46268  -0.26261
C  4.90164  1.48466  7.34755
N  4.69197  2.02036  5.97534
O  3.77882  1.55917  5.30986
O  5.44798  2.88764  5.60555
H  4.15502  0.72319  7.53753
H  5.90611  1.07367  7.38253
H  4.80071  2.31702  8.03734
C  -1.40836  -5.98189  -4.69414
N  -2.72718  -6.41074  -5.23202
O  -3.41659  -5.56578  -5.76689
O  -3.02056  -7.57612  -5.09027
H  -1.28499  -4.92593  -4.89476
H  -1.41813  -6.18354  -3.62572
H  -0.64160  -6.56419  -5.19701
C  3.28083  7.28115  3.46763
N  3.53374  8.02995  4.73034
O  4.44009  7.64658  5.44192
O  2.81131  8.97497  4.96471
H  3.99639  6.47683  3.39659
H  2.26434  6.90207  3.51299
H  3.39455  7.98105  2.64562

## Properties
**Frontier orbital gap**: 0.302 hartree
**E**: -7351.5150 a.u.
**Total charge**: +1
**LUMO**: -2.59 eV
**HOMO level**: -10.82 eV

These are the Mulliken partial charges, in e, on atoms 1 to 99: number 1, C, carries -1.3352; number 2, C, carries 1.5646; number 3, C, carries -1.0820; number 4, C, carries -1.0443; number 5, C, carries 0.4396; number 6, C, carries 1.1525; number 7, C, carries -2.2530; number 8, C, carries -0.8901; number 9, C, carries 0.1256; number 10, O, carries -0.0202; number 11, C, carries -1.6401; number 12, N, carries 1.6850; number 13, C, carries -0.1171; number 14, C, carries -0.8685; number 15, C, carries -0.4578; number 16, C, carries 0.1424; number 17, N, carries -0.4319; number 18, O, carries -0.6161; number 19, C, carries 0.6318; number 20, C, carries -2.2502; number 21, C, carries 0.2114; number 22, O, carries -0.4896; number 23, C, carries 0.4708; number 24, F, carries -0.2639; number 25, F, carries -0.2568; number 26, F, carries -0.2090; number 27, N, carries 0.8540; number 28, C, carries -1.8214; number 29, C, carries 0.5866; number 30, C, carries -1.8811; number 31, Br, carries -0.0736; number 32, C, carries -0.3535; number 33, C, carries 0.1284; number 34, C, carries 0.1518; number 35, O, carries -0.4547; number 36, F, carries -0.1566; number 37, C, carries -0.2509; number 38, H, carries 0.1767; number 39, H, carries -0.1134; number 40, H, carries 0.2809; number 41, H, carries 0.6296; number 42, H, carries 0.4798; number 43, H, carries 0.2657; number 44, H, carries 0.4490; number 45, H, carries 0.3753; number 46, H, carries 0.5264; number 47, H, carries 0.0559; number 48, H, carries 0.5949; number 49, H, carries 0.1038; number 50, H, carries 0.6223; number 51, H, carries 0.2163; number 52, H, carries 0.3424; number 53, H, carries 0.3444; number 54, H, carries 0.5170; number 55, H, carries 0.1684; number 56, H, carries 0.3248; number 57, H, carries 0.3023; number 58, H, carries 1.1603; number 59, H, carries 0.6195; number 60, H, carries 0.4010; number 61, H, carries 0.4306; number 62, H, carries 0.2533; number 63, H, carries 0.4611; number 64, H, carries 0.6759; number 65, H, carries 0.5708; number 66, H, carries 0.4358; number 67, H, carries 0.4192; number 68, H, carries -0.9459; number 69, H, carries 0.7785; number 70, H, carries 0.0933; number 71, C, carries -0.5756; number 72, N, carries 0.9022; number 73, O, carries -0.5058; number 74, O, carries -0.5324; number 75, H, carries 0.3272; number 76, H, carries 0.0954; number 77, H, carries 0.2921; number 78, C, carries -1.1756; number 79, N, carries 0.8546; number 80, O, carries -0.2796; number 81, O, carries -0.5622; number 82, H, carries 0.3735; number 83, H, carries 0.4632; number 84, H, carries 0.3287; number 85, C, carries -0.5021; number 86, N, carries 1.0038; number 87, O, carries -0.4939; number 88, O, carries -0.6090; number 89, H, carries 0.1179; number 90, H, carries 0.3064; number 91, H, carries 0.1703; number 92, C, carries -0.7901; number 93, N, carries 0.8508; number 94, O, carries -0.5089; number 95, O, carries -0.5221; number 96, H, carries 0.3282; number 97, H, carries 0.2705; number 98, H, carries 0.2897; number 99, C, carries -0.4314